Below is C38H33Cl2N3OPZr as an isolated structure, with properties calculated with ωB97M-V/def2-TZVPD.

The value obtained for the HOMO-LUMO gap is 7.2828 eV. As for the max |F|: 1.0 eV Å⁻¹. The charge is +1. The value obtained for the energy relative to the best compared isomer or geometry (same formula, charge and spin) is 1.359 eV. The value obtained for the HOMO energy is -10.9 eV. Its LUMO energy is -3.644 eV. The total energy comes out at -3016.0365 a.u.

```
79
C38H33Cl2N3OPZr | the OMol25 dataset | ωB97M-V/def2-TZVPD
Zr -0.42 0.53 -0.38
C -0.66 2.85 -4.28
C -0.21 1.93 -3.21
N -0.31 2.16 -1.95
N -0.84 3.39 -1.57
C -0.96 3.42 -0.28
O -0.70 2.39 0.49
C -1.47 4.65 0.38
C -2.34 5.50 -0.29
C -2.80 6.64 0.35
C -2.37 6.94 1.64
C -1.50 6.09 2.30
C -1.05 4.94 1.67
C 0.46 0.64 -3.53
C 0.70 0.27 -4.83
C 1.44 -0.89 -5.07
C 1.92 -1.59 -3.99
C 1.60 -1.16 -2.71
N 0.86 -0.08 -2.46
H -1.17 3.71 -3.86
H -1.34 2.32 -4.95
H 0.19 3.19 -4.87
H -2.65 5.26 -1.30
H -3.48 7.30 -0.17
H -2.73 7.84 2.12
H -1.16 6.33 3.30
H -0.35 4.28 2.17
H 0.35 0.89 -5.65
H 1.64 -1.21 -6.08
H 2.53 -2.47 -4.11
H 1.97 -1.70 -1.86
C -2.91 0.89 -1.28
C -2.35 -0.14 -2.08
C -2.04 -1.23 -1.24
C -2.40 -0.87 0.08
C -2.94 0.44 0.04
H -3.29 1.83 -1.65
H -2.25 -0.13 -3.15
H -1.69 -2.19 -1.56
H -2.38 -1.53 0.93
H -3.37 0.97 0.88
C -2.17 -4.79 2.71
C -1.99 -4.99 1.35
C -1.07 -4.21 0.66
C -0.29 -3.26 1.32
C -0.50 -3.07 2.69
C -1.43 -3.83 3.38
P 0.80 -2.22 0.32
C 2.31 -3.25 0.07
C 3.53 -2.62 -0.17
C 4.67 -3.37 -0.41
C 4.61 -4.76 -0.41
C 3.40 -5.39 -0.18
C 2.25 -4.64 0.06
C 1.53 -0.93 1.37
C 2.24 -1.20 2.55
C 2.86 -0.17 3.22
C 2.82 1.13 2.69
C 2.13 1.38 1.52
C 1.46 0.36 0.83
H -2.90 -5.39 3.25
H -2.57 -5.73 0.82
H -0.97 -4.34 -0.42
H 0.07 -2.32 3.23
H -1.58 -3.66 4.44
H 3.60 -1.54 -0.15
H 5.62 -2.86 -0.58
H 5.50 -5.34 -0.59
H 3.34 -6.47 -0.17
H 1.32 -5.15 0.25
H 2.31 -2.22 2.93
H 3.40 -0.36 4.14
H 3.33 1.93 3.20
H 2.11 2.40 1.14
Cl -3.43 1.54 4.00
C -1.80 1.83 3.42
Cl -1.05 0.35 2.76
H -1.17 2.15 4.24
H -1.83 2.55 2.61
```

***

Below is C38H33Cl4CuF12N7O18S4 as an isolated structure, with properties calculated with ωB97M-V/def2-TZVPD.

The value obtained for the HOMO-LUMO gap (alpha / beta) is 7.9272 / 4.1807 eV. As for the max |F|: 6.6 eV Å⁻¹. The expectation value of S² is 0.753. The value obtained for the energy relative to the best compared isomer or geometry (same formula, charge and spin) is 5.041 eV. As for the spin multiplicity: 2. The value obtained for the HOMO energy (alpha / beta) is -9.7 / -9.7 eV. Its LUMO energy (alpha / beta) is -1.806 / -5.553 eV. The total energy comes out at -9477.1211 a.u.

```
117
C38H33Cl4CuF12N7O18S4 | the OMol25 dataset | ωB97M-V/def2-TZVPD
Cu 2.89 -2.68 0.07
C 1.25 1.39 -0.74
F 2.32 2.13 -1.18
F 0.21 2.19 -0.33
F 0.87 0.59 -1.78
S 1.93 0.31 0.76
O 3.41 0.18 0.57
O 1.48 0.90 2.00
N 1.41 -1.27 0.37
S -0.10 -1.23 0.90
O -0.22 -2.10 2.07
O -0.86 0.02 0.97
C -1.12 -2.11 -0.49
F -2.37 -2.03 -0.17
F -0.91 -1.57 -1.70
F -0.86 -3.44 -0.50
C 5.51 -5.90 0.88
F 5.62 -5.88 2.18
F 6.59 -6.57 0.43
F 4.31 -6.57 0.58
S 5.53 -4.04 0.20
O 6.94 -3.70 -0.06
O 4.73 -4.08 -0.99
N 4.51 -3.05 1.24
S 5.64 -2.33 2.16
O 6.39 -3.29 2.99
O 6.41 -1.25 1.60
C 4.46 -1.39 3.45
F 5.11 -0.27 3.73
F 3.24 -1.16 2.98
F 4.30 -2.17 4.53
Cl -6.13 -0.33 1.16
C -4.49 0.36 1.09
C -3.96 0.63 2.45
Cl -4.65 2.00 3.28
H -4.51 1.25 0.47
H -3.85 -0.37 0.59
H -2.90 0.87 2.44
H -4.25 -0.25 3.03
Cl 1.88 4.31 -5.89
C 0.82 2.90 -5.81
C 1.45 1.97 -4.71
Cl 0.47 0.43 -4.47
H 0.81 2.37 -6.76
H -0.20 3.24 -5.63
H 1.61 2.45 -3.74
H 2.44 1.62 -5.00
C 7.20 2.11 -2.80
C 7.06 1.34 -1.69
C 5.98 0.43 -1.57
C 5.11 0.23 -2.63
C 5.41 0.86 -3.86
C 6.40 1.86 -3.92
N 4.03 -0.72 -2.50
O 3.94 -1.51 -1.55
O 3.27 -0.80 -3.43
H 8.00 2.84 -2.88
H 7.69 1.63 -0.87
H 5.84 -0.01 -0.60
H 4.70 0.71 -4.66
H 6.54 2.42 -4.83
C -1.85 4.88 -3.28
C -1.27 3.87 -2.48
C -2.02 2.68 -2.35
C -3.33 2.56 -2.91
C -3.93 3.63 -3.56
C -3.17 4.79 -3.78
N -4.15 1.33 -2.66
O -5.21 1.22 -3.25
O -3.77 0.48 -1.82
H -1.29 5.80 -3.35
H -0.26 4.05 -2.14
H -1.68 1.74 -1.92
H -4.96 3.59 -3.88
H -3.52 5.69 -4.26
C -6.50 -2.95 -2.68
C -5.24 -2.49 -2.41
C -4.12 -3.26 -2.65
C -4.29 -4.56 -3.10
C -5.55 -5.03 -3.40
C -6.66 -4.23 -3.21
N -3.15 -5.48 -3.37
O -2.08 -5.22 -2.82
O -3.32 -6.34 -4.20
H -7.30 -2.25 -2.46
H -5.15 -1.50 -1.98
H -3.15 -2.82 -2.45
H -5.70 -6.00 -3.84
H -7.69 -4.54 -3.32
C -0.46 -3.24 8.31
C -0.22 -3.55 7.03
C -0.47 -2.59 6.04
C -0.98 -1.30 6.41
C -1.13 -1.01 7.77
C -0.84 -1.97 8.74
N -1.55 -0.38 5.33
O -1.57 -0.79 4.18
O -2.04 0.70 5.74
H -0.28 -4.02 9.03
H -0.06 -4.58 6.75
H -0.34 -2.81 4.99
H -1.54 -0.06 8.09
H -0.97 -1.85 9.80
C -0.19 4.21 2.99
C -0.79 3.15 2.37
C -1.87 3.38 1.48
C -2.18 4.70 1.14
C -1.37 5.73 1.64
C -0.50 5.47 2.64
N -3.34 4.95 0.23
O -3.36 5.96 -0.47
O -4.21 4.11 0.25
H 0.59 4.01 3.70
H -0.56 2.14 2.66
H -2.43 2.55 1.07
H -1.46 6.72 1.21
H 0.12 6.30 2.94
```

***

Below is C38H33ClMnN2O3P2Se as an isolated structure, with properties calculated with ωB97M-V/def2-TZVPD.

The value obtained for the HOMO-LUMO gap (alpha / beta) is 6.0424 / 7.6843 eV. As for the max |F|: 0.8 eV Å⁻¹. The charge is +1. The expectation value of S² is 6.225. The value obtained for the energy relative to the best compared isomer or geometry (same formula, charge and spin) is 0.227 eV. As for the spin multiplicity: 5. The value obtained for the HOMO energy (alpha / beta) is -10.9 / -11.0 eV. Its LUMO energy (alpha / beta) is -4.824 / -3.338 eV. The total energy comes out at -6498.2931 a.u.

```
81
C38H33ClMnN2O3P2Se | the OMol25 dataset | ωB97M-V/def2-TZVPD
Mn -0.72 -0.28 -0.28
N 1.81 -1.14 1.20
P 1.99 -0.74 -0.46
C 2.72 0.92 -0.49
C 3.70 1.32 0.42
C 4.22 2.60 0.34
C 3.77 3.48 -0.65
C 2.80 3.08 -1.55
C 2.27 1.80 -1.47
C 3.30 -1.85 -1.00
C 3.30 -3.18 -0.58
C 4.30 -4.04 -1.00
C 5.29 -3.59 -1.86
C 5.28 -2.27 -2.30
C 4.29 -1.40 -1.87
P 0.22 -1.43 1.65
C -0.11 -3.20 1.65
C -1.24 -3.71 1.04
C -1.48 -5.08 1.06
C -0.58 -5.93 1.68
C 0.56 -5.42 2.30
C 0.79 -4.05 2.29
C 0.09 -0.90 3.36
C 0.82 0.20 3.81
C 0.70 0.61 5.13
C -0.15 -0.07 5.99
C -0.89 -1.16 5.55
C -0.77 -1.57 4.23
H 2.56 -1.55 1.74
H 4.06 0.64 1.18
H 4.97 2.92 1.05
H 4.18 4.48 -0.70
H 2.45 3.76 -2.31
H 1.49 1.50 -2.16
H 2.51 -3.55 0.06
H 4.30 -5.07 -0.67
H 6.07 -4.26 -2.19
H 6.05 -1.92 -2.97
H 4.30 -0.37 -2.21
H -1.95 -3.06 0.53
H -2.36 -5.48 0.58
H -0.76 -7.00 1.69
H 1.26 -6.08 2.79
H 1.66 -3.66 2.80
H 1.48 0.72 3.13
H 1.28 1.45 5.48
H -0.24 0.26 7.02
H -1.54 -1.68 6.22
H -1.34 -2.43 3.89
Se -0.62 1.64 1.06
C -0.54 3.21 -0.04
C 0.11 4.29 0.54
C 0.22 5.46 -0.19
N -0.25 5.62 -1.42
C -0.89 4.57 -1.95
C -1.07 3.35 -1.32
H 0.53 4.22 1.53
H 0.72 6.32 0.25
H -1.28 4.72 -2.95
H -1.61 2.57 -1.81
C -4.83 1.51 -4.25
C -4.62 1.69 -2.77
C -4.74 2.95 -2.18
C -4.58 3.11 -0.81
Cl -4.71 4.70 -0.13
C -4.33 2.03 0.01
C -4.21 0.77 -0.56
C -4.33 0.62 -1.93
O -4.22 -0.68 -2.43
C -3.03 -0.98 -3.14
C -1.86 -0.80 -2.20
O -1.30 0.34 -2.06
O -1.45 -1.74 -1.45
H -5.61 2.19 -4.60
H -5.13 0.49 -4.49
H -3.92 1.75 -4.80
H -4.97 3.81 -2.79
H -4.23 2.17 1.08
H -4.03 -0.10 0.06
H -2.88 -0.35 -4.02
H -3.09 -2.03 -3.42
```

***

Below is C38H33CoN4O6S as an isolated structure, with properties calculated with ωB97M-V/def2-TZVPD.

The value obtained for the HOMO-LUMO gap (alpha / beta) is 4.5158 / 4.5168 eV. As for the max |F|: 1.3 eV Å⁻¹. The charge is -1. The expectation value of S² is 0.758. The value obtained for the energy relative to the best compared isomer or geometry (same formula, charge and spin) is 0.028 eV. As for the spin multiplicity: 2. The value obtained for the HOMO energy (alpha / beta) is -2.5 / -2.5 eV. Its LUMO energy (alpha / beta) is 1.970 / 1.970 eV. The total energy comes out at -3919.3584 a.u.

```
83
C38H33CoN4O6S | the OMol25 dataset | ωB97M-V/def2-TZVPD
Co 0.88 0.29 0.61
O -2.61 1.39 2.50
C -1.51 0.85 2.44
O -0.95 0.45 1.35
C -0.81 0.49 3.78
C -0.54 -1.03 3.77
C -0.23 -1.53 5.19
C 1.21 -1.00 5.38
C 1.43 -0.29 4.03
O 0.73 -1.14 3.11
C 0.63 1.02 4.01
C 1.16 2.00 2.95
O 1.06 3.20 3.17
O 1.77 1.48 1.95
H -1.49 0.77 4.58
H -1.30 -1.61 3.24
H -0.27 -2.62 5.22
H -0.94 -1.13 5.91
H 1.92 -1.81 5.52
H 1.30 -0.31 6.21
H 2.47 -0.19 3.72
H 0.69 1.54 4.97
N 3.03 2.21 -0.71
C 3.48 0.98 -0.32
C 4.85 0.83 -0.10
C 5.37 -0.40 0.25
C 4.49 -1.48 0.34
C 3.15 -1.26 0.10
N 2.63 -0.05 -0.20
C 1.76 2.79 -0.64
C 1.69 4.18 -0.72
C 0.46 4.79 -0.72
C -0.67 4.00 -0.65
C -0.51 2.64 -0.55
N 0.68 2.03 -0.53
H 3.77 2.89 -0.76
H 5.50 1.69 -0.21
H 6.43 -0.52 0.42
H 4.84 -2.47 0.57
H 2.45 -2.07 0.12
H 2.61 4.76 -0.78
H 0.39 5.87 -0.74
H -1.66 4.43 -0.68
H -1.37 1.99 -0.46
C 0.86 0.22 -3.19
C 0.27 1.39 -3.59
C -1.16 1.53 -3.66
C -1.75 2.70 -4.05
C -0.98 3.83 -4.42
C 0.43 3.71 -4.36
C 1.03 2.55 -3.96
C -1.58 5.02 -4.85
N -2.08 6.00 -5.22
H 1.94 0.12 -3.15
H 0.28 -0.65 -2.90
H -1.78 0.68 -3.42
H -2.83 2.79 -4.09
H 1.03 4.57 -4.65
H 2.12 2.48 -3.92
O 0.16 -1.51 -0.27
S -0.78 -2.33 0.55
C -2.45 -1.80 0.10
C -2.61 -0.91 -0.94
C -3.89 -0.51 -1.28
C -4.99 -0.99 -0.57
C -4.80 -1.87 0.49
C -3.52 -2.27 0.83
C -0.89 -3.86 -0.44
C -1.53 -4.99 0.05
C -1.56 -6.14 -0.72
C -0.94 -6.17 -1.96
C -0.29 -5.04 -2.44
C -0.26 -3.88 -1.67
H -1.73 -0.52 -1.44
H -4.04 0.19 -2.09
H -5.98 -0.67 -0.84
H -5.65 -2.23 1.05
H -3.36 -2.94 1.68
H -2.01 -4.97 1.03
H -2.07 -7.02 -0.35
H -0.97 -7.07 -2.56
H 0.19 -5.05 -3.40
H 0.26 -2.99 -2.00
```